[1]
{
  "formula": "C35H48N3O5P",
  "method": "ωB97M-V/def2-TZVPD",
  "species": ["C", "C", "O", "P", "C", "C", "O", "O", "C", "C", "O", "O", "C", "C", "H", "H", "H", "H", "H", "H", "H", "H", "H", "H", "H", "H", "H", "H", "H", "H", "C", "N", "C", "C", "C", "C", "C", "C", "C", "C", "C", "C", "C", "C", "N", "C", "C", "C", "C", "C", "C", "C", "C", "N", "C", "C", "C", "C", "C", "C", "H", "H", "H", "H", "H", "H", "H", "H", "H", "H", "H", "H", "H", "H", "H", "H", "H", "H", "H", "H", "H", "H", "H", "H", "H", "H", "H", "H", "H", "H", "H", "H"],
  "xyz": [[3.38, 3.68, 3.12], [1.97, 3.17, 3.32], [2.01, 1.81, 3.84], [0.99, 0.64, 3.44], [-0.24, 0.56, 4.69], [-1.61, 0.55, 4.32], [-2.53, -0.18, 4.71], [-1.79, 1.54, 3.35], [-2.83, 1.29, 2.39], [-2.69, 0.04, 1.55], [0.49, 0.66, 2.04], [1.98, -0.61, 3.72], [1.78, -1.91, 3.13], [2.92, -2.80, 3.59], [3.39, 4.50, 2.42], [3.76, 4.08, 4.06], [4.05, 2.88, 2.78], [1.48, 3.76, 4.10], [1.41, 3.20, 2.39], [0.00, 0.19, 5.67], [-3.80, 1.27, 2.91], [-2.77, 2.16, 1.73], [-3.49, 0.03, 0.82], [-1.73, 0.03, 1.02], [-2.78, -0.85, 2.20], [0.82, -2.33, 3.48], [1.76, -1.84, 2.03], [2.78, -3.78, 3.14], [3.88, -2.39, 3.27], [2.93, -2.88, 4.68], [-7.88, -2.32, 9.53], [-6.44, -2.27, 9.56], [-5.89, -1.51, 10.66], [-5.67, -2.78, 8.55], [-4.28, -3.03, 8.73], [-3.51, -3.51, 7.69], [-4.06, -3.71, 6.40], [-3.22, -4.13, 5.33], [-3.66, -4.37, 4.04], [-2.92, -4.99, 3.01], [-3.43, -4.94, 1.64], [-4.32, -3.92, 1.22], [-4.83, -3.90, -0.08], [-4.44, -4.88, -1.02], [-4.93, -4.87, -2.32], [-4.06, -4.66, -3.45], [-6.34, -4.76, -2.61], [-3.54, -5.90, -0.61], [-3.08, -5.94, 0.70], [-1.66, -5.68, 3.28], [-1.44, -6.43, 4.46], [-0.23, -7.08, 4.69], [0.82, -7.00, 3.74], [2.04, -7.63, 3.97], [2.39, -8.88, 3.33], [2.92, -7.25, 5.05], [0.60, -6.26, 2.55], [-0.60, -5.62, 2.34], [-5.46, -3.50, 6.23], [-6.25, -3.09, 7.30], [-8.22, -3.24, 9.04], [-8.24, -2.31, 10.57], [-8.32, -1.45, 9.00], [-4.81, -1.51, 10.62], [-6.24, -0.47, 10.63], [-6.21, -1.94, 11.62], [-3.84, -2.85, 9.71], [-2.45, -3.74, 7.87], [-2.15, -4.27, 5.58], [-4.66, -4.01, 3.76], [-4.61, -3.12, 1.90], [-5.49, -3.10, -0.41], [-3.02, -4.79, -3.15], [-4.31, -5.38, -4.25], [-4.20, -3.64, -3.86], [-6.91, -5.10, -1.74], [-6.64, -3.74, -2.86], [-6.58, -5.41, -3.46], [-3.27, -6.67, -1.34], [-2.46, -6.79, 0.99], [-2.23, -6.50, 5.21], [-0.08, -7.69, 5.58], [1.69, -9.08, 2.52], [3.41, -8.82, 2.92], [2.36, -9.71, 4.05], [2.62, -6.26, 5.41], [2.88, -7.97, 5.88], [3.95, -7.20, 4.68], [1.43, -6.18, 1.84], [-0.72, -5.03, 1.43], [-5.92, -3.68, 5.26], [-7.32, -2.98, 7.16]],
  "mulliken_charge": [-1.138, -0.286, -0.379, 1.042, -0.966, 0.647, -0.766, -0.270, -0.424, -0.684, -0.812, -0.431, 0.075, -1.187, 0.349, 0.278, 0.297, 0.349, 0.302, 0.432, 0.309, 0.329, 0.418, 0.202, 0.022, 0.095, 0.269, 0.315, 0.328, 0.298, -1.166, 0.044, -0.927, 1.671, -0.905, -1.040, 0.647, 0.062, -0.677, 0.436, 0.458, -0.644, -0.540, 0.176, 0.160, -1.000, -1.081, -0.502, -0.672, 0.054, -0.793, -0.360, -0.141, 0.321, -1.001, -1.043, -0.461, -0.622, -0.993, -0.513, 0.402, 0.337, 0.340, 0.269, 0.332, 0.334, 0.246, 0.354, 0.700, 0.217, 0.204, 0.399, 0.339, 0.302, 0.289, 0.321, 0.349, 0.342, 0.477, 0.539, 0.709, 0.454, 0.305, 0.324, 0.303, 0.305, 0.332, 0.327, 0.485, 0.695, 0.384, 0.326],
  "relative_energy_kj_mol": 26.54,
  "fmax_ha_per_bohr": 0.042
}

=====

[2]
{
  "formula": "C25H33N7O4",
  "method": "ωB97M-V/def2-TZVPD",
  "species": ["C", "C", "C", "C", "C", "N", "C", "N", "C", "N", "C", "N", "H", "C", "C", "C", "C", "O", "H", "C", "O", "N", "C", "H", "H", "C", "N", "C", "C", "O", "C", "C", "H", "H", "H", "H", "H", "H", "H", "H", "H", "H", "H", "C", "H", "H", "C", "N", "C", "H", "C", "O", "C", "C", "H", "H", "H", "H", "H", "H", "H", "H", "H", "H", "H", "H", "H", "H", "H"],
  "xyz": [[0.12, 0.90, 5.32], [1.50, 0.60, 4.90], [2.62, 0.71, 5.73], [3.88, 0.37, 5.52], [4.06, 0.04, 4.35], [3.07, -0.32, 3.52], [1.73, -0.05, 3.90], [0.92, 0.03, 2.88], [1.16, -0.50, 1.68], [-0.04, -0.68, 0.82], [0.28, -1.35, -0.50], [-0.74, -1.42, -1.17], [-1.92, -1.04, -0.78], [1.49, -1.61, -0.99], [2.56, -1.28, -0.10], [2.31, -1.06, 1.33], [3.31, -0.82, 2.17], [4.57, -1.20, 1.96], [3.56, -1.60, -0.61], [1.77, -2.01, -2.34], [2.96, -1.78, -2.75], [0.77, -2.38, -3.04], [0.83, -2.40, -4.59], [-0.09, -3.07, -4.83], [1.92, -2.67, -4.94], [0.76, -0.92, -5.35], [-0.40, 0.11, -4.84], [-1.49, -0.52, -5.03], [-2.61, 0.61, -4.75], [-2.42, 1.45, -3.71], [-0.92, 1.97, -3.79], [0.02, 0.93, -3.70], [1.00, 1.16, -3.77], [-0.26, 0.30, -2.73], [-0.94, 2.61, -2.76], [-0.73, 2.48, -4.73], [-3.55, 0.51, -4.83], [-2.55, 1.06, -5.72], [-1.74, -1.08, -5.85], [-1.69, -1.29, -4.00], [1.57, -0.55, -5.08], [0.73, -1.37, -6.22], [-0.21, -2.10, -2.55], [-1.38, -0.20, 1.40], [-1.07, -0.04, 2.41], [-2.17, -0.94, 1.00], [-1.82, 1.08, 0.56], [-3.31, 1.26, 0.51], [-3.55, 1.72, 1.75], [-3.24, 0.88, 2.70], [-5.13, 1.73, 1.71], [-5.57, 2.60, 0.70], [-5.10, 2.24, -0.71], [-3.71, 2.09, -0.49], [-3.37, 1.72, -1.51], [-3.22, 2.94, -0.36], [-5.47, 2.97, -1.20], [-5.45, 1.11, -0.67], [-5.54, 2.03, 2.63], [-5.75, 0.44, 1.51], [-3.32, 2.78, 2.07], [-1.41, 0.94, -0.49], [-1.16, 1.98, 0.99], [5.12, -0.58, 4.12], [4.62, 0.45, 6.29], [2.34, 1.12, 6.91], [0.01, 1.39, 6.40], [-0.16, 1.54, 4.54], [-0.49, 0.07, 5.44]],
  "mulliken_charge": [-1.473, 0.864, -0.194, -0.477, -0.389, 0.282, 0.006, -0.395, 0.482, 0.208, 1.124, -0.770, 0.280, 0.659, -1.109, 0.543, 0.126, -0.760, 0.380, -0.098, -0.814, -0.246, -0.729, 0.372, 0.402, -1.475, -0.051, -0.477, -1.338, -0.430, -0.980, 0.371, 0.688, -0.254, 0.206, 0.462, 0.930, 0.421, 0.544, -0.002, 0.834, 0.499, 0.239, -1.898, 0.842, 0.277, 0.233, 0.350, -0.138, 0.159, -0.765, -0.491, -0.931, -0.188, -0.114, 0.722, 0.490, 0.340, 0.490, 0.188, 0.286, -0.222, 0.161, 0.196, 0.421, 0.096, 0.318, 0.344, 0.371],
  "relative_energy_kj_mol": 2033.91,
  "fmax_ha_per_bohr": 0.285
}

=====

[3]
{
  "formula": "C5H9NO",
  "method": "ωB97M-V/def2-TZVPD",
  "species": ["C", "N", "C", "C", "H", "H", "H", "H", "H", "H", "H", "C", "C", "O", "H", "H"],
  "xyz": [[1.23, 0.04, -1.75], [0.63, 0.10, -0.43], [1.42, -0.43, 0.66], [0.24, -1.17, 0.15], [1.87, 0.91, -1.90], [0.44, 0.05, -2.51], [1.85, -0.87, -1.89], [2.41, -0.83, 0.42], [1.36, 0.11, 1.60], [0.43, -2.07, -0.43], [-0.69, -1.18, 0.72], [-1.88, 1.49, 1.11], [-2.75, 0.51, 1.03], [-3.50, -0.38, 0.95], [-2.09, 2.33, 1.76], [-0.97, 1.42, 0.50]],
  "mulliken_charge": [-0.930, -0.189, -0.360, -0.377, 0.293, 0.320, 0.325, 0.259, 0.235, 0.256, 0.097, -0.925, 0.742, -0.385, 0.257, 0.381],
  "relative_energy_kj_mol": 300.84,
  "fmax_ha_per_bohr": 0.020
}

=====

| no. | gap between HOMO and LUMO (Ha) | E (Eh) |
| --- | --- | --- |
| 1 | 0.09290 | -2244.2118 |
| 2 | 0.25026 | -1655.9635 |
| 3 | 0.36898 | -325.8230 |